No. 1
Density functional theory data (ωB97M-V/def2-TZVPD) for 7 unconnected molecules or ions with the total composition C16H48N3O7.

Positions of all 74 atoms, in Å:
1 N -0.18 -0.15 0.07
2 H -0.47 -0.25 1.03
3 H 0.64 -0.73 -0.07
4 H 0.06 0.81 -0.11
5 H -0.87 -0.50 -0.58
6 O -3.59 -1.79 1.29
7 C -3.71 -0.81 0.24
8 C -3.33 -1.08 -1.33
9 O -2.02 -1.55 -1.71
10 H -3.25 0.10 0.62
11 H -4.73 -0.42 0.26
12 H -3.62 -0.18 -1.88
13 H -4.08 -1.75 -1.74
14 C -1.68 2.96 -0.55
15 C -1.26 3.21 0.86
16 C -2.26 2.84 2.02
17 O -1.95 3.64 3.21
18 C -2.94 3.40 4.25
19 N 0.04 2.56 1.10
20 H -2.53 3.62 -0.71
21 H -2.07 1.95 -0.68
22 H -0.86 3.14 -1.25
23 H -1.08 4.28 0.97
24 H -2.29 1.77 2.19
25 H -3.25 3.10 1.63
26 H -3.01 2.33 4.45
27 H -3.95 3.68 3.96
28 H -2.68 3.95 5.16
29 H 0.19 2.91 2.03
30 H 0.73 3.07 0.56
31 C 2.80 -0.43 -1.95
32 C 3.19 -1.03 -0.65
33 C 3.56 0.03 0.40
34 O 4.16 -0.70 1.51
35 C 4.70 0.16 2.52
36 N 2.04 -1.77 -0.18
37 H 2.58 -1.11 -2.77
38 H 3.59 0.24 -2.30
39 H 1.92 0.20 -1.82
40 H 4.10 -1.64 -0.72
41 H 2.74 0.70 0.64
42 H 4.24 0.71 -0.12
43 H 5.04 -0.39 3.40
44 H 3.95 0.92 2.73
45 H 5.57 0.64 2.08
46 H 1.60 -2.42 -0.81
47 H 2.42 -2.39 0.52
48 C 0.54 1.27 -4.89
49 C -0.06 0.12 -4.11
50 O -0.79 0.66 -3.04
51 H -0.19 1.94 -5.35
52 H 0.94 0.83 -5.81
53 H 1.27 1.92 -4.41
54 H 0.64 -0.62 -3.74
55 H -0.77 -0.32 -4.81
56 H -1.31 -0.02 -2.62
57 C 1.51 -4.45 -2.92
58 C 0.09 -4.05 -2.65
59 O 0.00 -3.44 -1.36
60 H 1.57 -4.76 -3.96
61 H 1.85 -5.20 -2.20
62 H 2.22 -3.63 -2.90
63 H -0.62 -4.88 -2.66
64 H -0.25 -3.32 -3.38
65 H -0.56 -2.66 -1.48
66 C 0.45 -0.65 4.32
67 C -1.01 -0.42 3.85
68 O -1.13 -0.86 2.53
69 H 0.66 -1.71 4.47
70 H 0.58 -0.16 5.28
71 H 1.13 -0.24 3.57
72 H -1.13 0.66 3.78
73 H -1.77 -0.86 4.49
74 H -2.04 -0.99 2.25

Its largest force on an atom is 2.33 eV/A. As for the multiplicity: 1. Its HOMO-LUMO gap is 4.9 eV. Its total charge is -1. Its energy above the lowest of the compared OMol25 structures with the same formula, charge and spin is 74.3 kJ/mol. The calculation puts the total energy at -36169.7088 eV.

How positive or negative is each atom? The Löwdin charges in e answer that:
1 N 0.294
2 H 0.067
3 H 0.040
4 H 0.066
5 H 0.059
6 O -0.418
7 C -0.415
8 C -0.327
9 O -0.392
10 H 0.028
11 H 0.055
12 H 0.059
13 H 0.067
14 C -0.062
15 C -0.426
16 C -0.152
17 O -0.201
18 C -0.100
19 N 0.030
20 H 0.083
21 H 0.070
22 H 0.083
23 H 0.125
24 H 0.104
25 H 0.121
26 H 0.076
27 H 0.078
28 H 0.080
29 H 0.069
30 H 0.072
31 C -0.061
32 C -0.435
33 C -0.176
34 O -0.192
35 C -0.103
36 N 0.046
37 H 0.072
38 H 0.081
39 H 0.075
40 H 0.138
41 H 0.114
42 H 0.114
43 H 0.085
44 H 0.080
45 H 0.077
46 H 0.051
47 H 0.101
48 C -0.102
49 C -0.332
50 O -0.107
51 H 0.068
52 H 0.063
53 H 0.065
54 H 0.086
55 H 0.113
56 H 0.010
57 C -0.101
58 C -0.304
59 O -0.114
60 H 0.068
61 H 0.076
62 H 0.053
63 H 0.112
64 H 0.106
65 H 0.013
66 C -0.071
67 C -0.305
68 O -0.117
69 H 0.068
70 H 0.061
71 H 0.060
72 H 0.080
73 H 0.119
74 H 0.031



No. 2
Density functional theory data (ωB97M-V/def2-TZVPD) for a single C6H10N2O2 molecule.

Positions of all 20 atoms, in Å:
1 C 0.49 1.45 0.07
2 C -0.02 -1.79 1.79
3 C 1.34 -1.20 -0.26
4 C -1.65 0.37 -0.76
5 C -0.28 1.07 -1.19
6 C 0.57 -0.74 0.91
7 O -2.57 1.18 -0.23
8 N 0.15 0.46 1.07
9 N -0.22 1.59 -2.34
10 O -1.84 -0.79 -0.93
11 H -2.25 2.09 -0.11
12 H 0.58 2.20 -2.48
13 H 1.56 1.50 -0.16
14 H 0.16 2.43 0.44
15 H -0.58 -1.33 2.60
16 H -0.70 -2.41 1.21
17 H 0.69 -0.75 -1.19
18 H 1.57 -2.26 -0.22
19 H 2.25 -0.62 -0.41
20 H 0.75 -2.44 2.19

Its largest force on an atom is 3.13 eV/A. As for the multiplicity: 1. Its HOMO-LUMO gap is 10.1 eV. As for the SMILES: [H]/N=C(\CN=C(C)C)C(=O)O. Its energy above the lowest of the compared OMol25 structures with the same formula, charge and spin is 196.8 kJ/mol. The calculation puts the total energy at -13457.9012 eV.

How positive or negative is each atom? The Löwdin charges in e answer that:
1 C -0.182
2 C -0.035
3 C -0.015
4 C -0.493
5 C -0.319
6 C -0.419
7 O 0.142
8 N 0.049
9 N 0.174
10 O 0.123
11 H 0.121
12 H 0.068
13 H 0.120
14 H 0.121
15 H 0.081
16 H 0.090
17 H 0.134
18 H 0.084
19 H 0.078
20 H 0.078



No. 3
Density functional theory data (ωB97M-V/def2-TZVPD) for 2 unconnected molecules or ions with the total composition C2H2BrF2NO2.

Positions of all 10 atoms, in Å:
1 C 0.36 0.42 0.50
2 C 2.10 -0.81 -0.30
3 N 0.59 1.50 -0.29
4 O -0.06 1.76 -1.29
5 O 1.63 2.12 0.00
6 F 1.90 -2.06 0.11
7 F 2.02 -0.72 -1.63
8 Br 3.55 0.11 0.39
9 H 0.93 0.43 1.40
10 H -0.58 -0.05 0.22

Its largest force on an atom is 3.95 eV/A. As for the multiplicity: 1. Its HOMO-LUMO gap (spin up / spin down) is 8.8 / 8.8 eV. Its energy above the lowest of the compared OMol25 structures with the same formula, charge and spin is 62.7 kJ/mol. The calculation puts the total energy at -83163.1207 eV.

How positive or negative is each atom? The Löwdin charges in e answer that:
1 C 0.061
2 C -0.816
3 N -0.499
4 O 0.063
5 O -0.067
6 F 0.063
7 F 0.060
8 Br 0.942
9 H 0.077
10 H 0.116



No. 4
Density functional theory data (ωB97M-V/def2-TZVPD) for 2 unconnected molecules or ions with the total composition ClH3N2O2S.

Positions of all 9 atoms, in Å:
1 N -0.46 0.29 -0.01
2 N -0.11 -0.84 0.63
3 O -0.25 -3.38 0.42
4 O -1.84 -1.90 -0.77
5 S -0.53 -2.17 -0.26
6 Cl 0.71 -2.08 -1.89
7 H -0.51 0.22 -1.03
8 H -1.26 0.77 0.40
9 H 1.49 -0.69 0.88

Its largest force on an atom is 4.61 eV/A. As for the multiplicity: 1. Its HOMO-LUMO gap (spin up / spin down) is 9.1 / 9.1 eV. Its energy above the lowest of the compared OMol25 structures with the same formula, charge and spin is 240.6 kJ/mol. The calculation puts the total energy at -30477.3226 eV.

How positive or negative is each atom? The Löwdin charges in e answer that:
1 N -0.103
2 N -0.311
3 O -0.319
4 O -0.330
5 S 0.248
6 Cl 0.357
7 H 0.063
8 H 0.103
9 H 0.293



No. 5
Density functional theory data (ωB97M-V/def2-TZVPD) for 5 unconnected molecules or ions with the total composition C13H37BNO13S4.

Positions of all 69 atoms, in Å:
1 C -1.81 -2.18 3.03
2 B -1.07 -3.32 2.15
3 N -1.67 -3.97 1.01
4 O 0.31 -3.74 2.50
5 H -1.54 -1.16 2.70
6 H -2.90 -2.29 2.92
7 H -1.53 -2.26 4.10
8 H -1.84 -3.20 0.35
9 H 0.83 -3.23 1.89
10 O 0.72 -0.32 5.73
11 S 0.61 -1.24 6.83
12 O -0.59 -1.33 7.61
13 O 1.86 -1.01 7.82
14 C 2.07 0.31 8.34
15 C 1.07 0.67 9.42
16 C 1.04 -2.86 6.27
17 H 2.06 1.04 7.53
18 H 3.08 0.31 8.77
19 H 0.06 0.73 9.01
20 H 1.31 1.63 9.87
21 H 1.05 -0.10 10.20
22 H 1.97 -2.80 5.70
23 H 0.23 -3.21 5.63
24 H 1.14 -3.51 7.14
25 O -2.30 -0.92 -0.39
26 S -3.08 -0.28 -1.40
27 O -3.82 -1.03 -2.37
28 O -2.15 0.79 -2.17
29 C -0.93 0.32 -2.76
30 C -1.16 -0.49 -4.02
31 C -4.17 0.89 -0.65
32 H -0.35 -0.26 -2.03
33 H -0.34 1.20 -3.00
34 H -1.69 -1.42 -3.80
35 H -0.22 -0.75 -4.50
36 H -1.77 0.07 -4.73
37 H -3.61 1.49 0.06
38 H -4.94 0.32 -0.14
39 H -4.62 1.50 -1.42
40 O -0.52 -1.10 -7.27
41 S -0.84 -0.98 -8.66
42 O -0.62 -2.05 -9.58
43 O -0.14 0.36 -9.24
44 C 1.28 0.49 -9.08
45 C 2.05 -0.41 -10.03
46 C -2.52 -0.44 -8.82
47 H 1.56 0.30 -8.04
48 H 1.51 1.53 -9.30
49 H 1.89 -1.46 -9.80
50 H 3.12 -0.21 -9.96
51 H 1.72 -0.25 -11.06
52 H -2.68 0.40 -8.15
53 H -3.15 -1.27 -8.54
54 H -2.70 -0.16 -9.85
55 O 0.13 3.84 2.43
56 S 1.34 3.57 1.71
57 O 1.34 2.80 0.50
58 O 2.42 2.95 2.72
59 C 2.07 1.77 3.47
60 C 2.08 0.52 2.61
61 C 2.18 5.09 1.40
62 H 1.10 1.90 3.96
63 H 2.82 1.66 4.26
64 H 1.30 0.56 1.85
65 H 1.90 -0.37 3.22
66 H 3.03 0.42 2.09
67 H 2.22 5.67 2.32
68 H 1.62 5.62 0.64
69 H 3.18 4.87 1.03

Its largest force on an atom is 3.22 eV/A. As for the multiplicity: 1. Its HOMO-LUMO gap is 3.6 eV. Its total charge is -1. The calculation puts the total energy at -86205.2305 eV.

How positive or negative is each atom? The Löwdin charges in e answer that:
1 C -0.071
2 B -0.812
3 N -0.002
4 O -0.070
5 H 0.032
6 H 0.033
7 H 0.017
8 H -0.104
9 H 0.023
10 O -0.278
11 S 0.592
12 O -0.280
13 O -0.268
14 C -0.271
15 C -0.080
16 C -0.107
17 H 0.111
18 H 0.118
19 H 0.069
20 H 0.077
21 H 0.082
22 H 0.077
23 H 0.071
24 H 0.072
25 O -0.254
26 S 0.587
27 O -0.283
28 O -0.270
29 C -0.259
30 C -0.083
31 C -0.125
32 H 0.120
33 H 0.118
34 H 0.075
35 H 0.072
36 H 0.076
37 H 0.073
38 H 0.075
39 H 0.067
40 O -0.271
41 S 0.592
42 O -0.280
43 O -0.267
44 C -0.262
45 C -0.078
46 C -0.120
47 H 0.116
48 H 0.120
49 H 0.069
50 H 0.079
51 H 0.083
52 H 0.074
53 H 0.079
54 H 0.072
55 O -0.277
56 S 0.583
57 O -0.279
58 O -0.271
59 C -0.255
60 C -0.064
61 C -0.131
62 H 0.111
63 H 0.117
64 H 0.074
65 H 0.073
66 H 0.082
67 H 0.070
68 H 0.072
69 H 0.071